[1]
{
  "formula": "C14H23Cl2N2O3SSr",
  "method": "ωB97M-V with the def2-TZVPD basis set",
  "symbols": ["H", "H", "N", "C", "N", "Cl", "H", "H", "H", "C", "C", "Cl", "H", "O", "Sr", "H", "H", "C", "C", "C", "S", "C", "H", "H", "O", "H", "H", "C", "C", "C", "H", "H", "H", "H", "H", "H", "C", "C", "C", "H", "C", "O", "H", "H", "H", "H"],
  "positions_angstrom": [[-0.3112, -2.5570, -3.6781], [1.6029, -2.9310, -0.2101], [-0.8793, 0.9849, 3.7237], [1.7191, -2.4706, -4.4149], [0.1352, -1.6124, 2.8948], [-1.5873, 5.0294, -4.8436], [-2.5615, -0.2102, 4.2367], [-1.4907, -1.5926, 5.9327], [0.0184, -0.7542, 5.7357], [-0.3094, 2.3239, -1.3145], [-1.1087, 4.1391, -3.4329], [2.1260, 2.0156, -2.5408], [2.8367, -0.7914, -2.0353], [-2.4358, 2.1397, 0.7126], [-0.8969, 0.1480, 1.0285], [0.4368, -2.4575, 2.3799], [-1.3251, 1.9054, 3.7051], [2.1126, -1.1233, -1.2777], [-0.5767, -2.0928, 4.1295], [-1.9432, 3.9082, -2.3680], [0.4901, -1.0799, -2.1048], [-1.5250, 3.0650, -1.3250], [2.0134, -0.2855, -0.5433], [-3.3188, 3.6396, -0.2852], [-0.0700, 1.2580, -0.6003], [-1.9504, 0.8100, 5.5747], [3.1046, -2.2220, 0.2798], [-0.8842, -1.0622, 5.1949], [-1.6554, 0.1614, 4.7166], [0.6969, -2.5165, -3.2372], [0.9228, 3.8661, -4.0131], [1.7731, -1.4814, -4.8728], [0.9945, -1.1445, 3.1929], [3.0097, -3.1331, -1.2255], [2.7167, -2.7450, -4.1068], [1.3648, -3.1569, -5.1851], [0.1692, 3.6031, -3.3154], [-2.4534, 2.9487, -0.2268], [0.5443, 2.7556, -2.3128], [-1.4852, -2.5599, 3.7492], [2.4830, -2.4446, -0.6035], [-0.4810, -1.4781, -0.9547], [-0.0411, -2.8785, 4.6783], [-2.9307, 4.3328, -2.3162], [0.0382, 1.1339, 4.1230], [0.9119, -3.3873, -2.6446]],
  "nbo_charge": [0.239, 0.220, -0.913, -0.616, -0.917, 0.038, 0.188, 0.244, 0.207, 0.466, -0.085, -0.019, 0.246, -0.711, 1.868, 0.385, 0.386, -0.595, -0.220, -0.137, 1.246, -0.303, 0.238, 0.140, -0.943, 0.204, 0.223, -0.432, -0.221, -0.593, 0.244, 0.223, 0.365, 0.226, 0.216, 0.238, -0.171, 0.454, -0.119, 0.194, -0.640, -1.086, 0.200, 0.232, 0.366, 0.227],
  "charge": 1,
  "orbital_gap_ev": 7.96,
  "fmax_ev_per_a": 2.68,
  "multiplicity": 1,
  "relative_energy_kcal_mol": 7.0
}



[2]
{
  "formula": "C14H23Cl3NaPSi",
  "method": "ωB97M-V with the def2-TZVPD basis set",
  "symbols": ["H", "Cl", "C", "C", "H", "C", "C", "H", "C", "H", "C", "H", "C", "H", "C", "Si", "C", "H", "H", "H", "H", "H", "H", "Na", "C", "C", "C", "H", "P", "Cl", "H", "H", "C", "H", "H", "C", "Cl", "H", "H", "H", "H", "H", "H"],
  "positions_angstrom": [[0.5829, -2.7697, -1.0030], [-1.4428, -1.7137, 4.3474], [1.4212, 2.2877, 0.2577], [-2.1308, -1.0765, -3.2752], [2.5911, -0.0447, 1.7063], [-1.0686, 2.3658, 0.0965], [-1.6947, -0.9879, -1.9588], [1.3784, 3.3280, 0.5960], [1.0942, -2.6186, -0.0494], [0.4446, -2.9780, 0.7523], [-0.3889, 0.4375, -3.9352], [1.9926, -3.2423, -0.0478], [0.0464, 0.5140, -2.6211], [-1.8128, -0.4239, -5.2931], [2.1607, -1.0320, 1.5394], [-3.6462, -1.1873, 4.0751], [1.5056, -1.1538, 0.1574], [3.3896, -1.4257, -0.8287], [0.1076, 2.6832, 2.5329], [2.2976, 1.8359, 0.7202], [-2.2185, -1.5483, -1.1931], [2.8397, 0.2441, -0.8852], [-2.9817, -1.6984, -3.5206], [-1.9530, -1.1700, 1.9789], [2.5059, -0.7892, -0.9392], [-1.4774, -0.3608, -4.2659], [0.1252, 1.5913, 0.6707], [-0.9627, 1.3026, 2.5694], [-0.1000, -0.1958, 0.1526], [-4.3841, -1.8268, 5.9450], [0.9014, 1.1361, -2.3894], [0.1258, 0.9996, -4.7040], [0.0092, 1.6444, 2.2061], [-1.0893, 3.3620, 0.5467], [2.9738, -1.7597, 1.6099], [-0.6018, -0.1954, -1.6071], [-3.4183, 0.9408, 4.4007], [-2.0236, 1.8876, 0.3310], [1.5725, 2.3039, -0.8220], [1.4624, -1.2415, 2.3543], [-1.0098, 2.4799, -0.9863], [2.0968, -0.9702, -1.9343], [0.7799, 1.0660, 2.7127]],
  "nbo_charge": [0.218, -0.584, -0.613, -0.231, 0.210, -0.615, -0.129, 0.217, -0.616, 0.209, -0.199, 0.219, -0.210, 0.220, -0.620, 0.646, -0.308, 0.215, 0.220, 0.210, 0.197, 0.212, 0.220, 0.821, -0.622, -0.195, -0.314, 0.217, 0.774, -0.444, 0.214, 0.218, -0.618, 0.220, 0.218, -0.374, -0.501, 0.213, 0.205, 0.222, 0.218, 0.220, 0.218],
  "orbital_gap_ev": 7.83,
  "fmax_ev_per_a": 0.56,
  "multiplicity": 1
}



[3]
{
  "formula": "C14H23CuN8P",
  "method": "ωB97M-V with the def2-TZVPD basis set",
  "symbols": ["H", "N", "H", "C", "C", "N", "C", "N", "N", "C", "H", "H", "H", "C", "H", "P", "H", "H", "C", "H", "Cu", "C", "C", "H", "H", "C", "C", "H", "H", "H", "H", "H", "C", "N", "H", "H", "H", "N", "C", "C", "H", "H", "H", "N", "N", "C", "H"],
  "positions_angstrom": [[-0.2967, -2.3559, 4.9674], [-0.7368, 1.4747, 0.7088], [2.8039, -2.3837, -2.6743], [-2.5860, 2.3328, -0.1660], [0.6304, -1.3121, -0.5586], [0.4509, -0.4607, 2.4104], [-1.4361, 2.6289, 0.5053], [-2.5797, 0.9822, -0.3769], [1.6967, -0.6368, -0.1340], [-0.4512, -1.3120, 1.9315], [0.9001, 3.6385, -0.4899], [-1.4843, -3.9641, 2.0487], [-3.7555, -0.7344, -0.6464], [-0.1576, -1.8224, 4.0432], [1.3312, -0.2278, 4.3589], [-1.0336, -1.2982, 0.2075], [-0.7081, -3.3272, -1.7845], [0.7504, 1.0798, -2.9985], [-1.4437, 0.4875, 0.1608], [2.4211, 3.0032, 1.2596], [1.1483, 0.8537, 1.1350], [2.2918, -1.8666, -1.8811], [-3.6262, 0.2481, -1.0911], [-4.5555, 0.8022, -0.9974], [-2.7900, -2.8396, 2.5149], [0.0966, -2.9506, -2.4092], [0.6456, -0.7664, 3.7283], [2.7552, 1.8266, -2.0765], [-3.3671, 0.1497, -2.1431], [-0.3157, -2.4062, -3.2562], [-1.8948, -3.7317, 3.7541], [3.7317, -0.5873, -0.8170], [1.8690, 2.4649, -2.0152], [0.9657, -2.0755, -1.6211], [-1.1059, 3.5830, 0.8796], [-0.1362, 2.2144, -2.2653], [2.5860, 4.0586, -0.7713], [-0.8406, -2.1558, 2.9063], [2.7348, -0.9714, -0.9526], [1.8851, 3.2259, -0.7036], [0.6862, -3.7894, -2.7681], [1.9644, 3.1994, -2.8210], [-3.4058, 2.9537, -0.4846], [2.2854, 2.3777, 0.4654], [0.6782, 1.6199, -2.1425], [-1.8176, -3.2411, 2.7890], [3.2158, 2.0114, 0.2716]],
  "mulliken_spin": [0.002, 0.044, 0.001, 0.004, 0.005, 0.034, 0.001, 0.001, 0.047, 0.030, 0.001, 0.000, 0.000, 0.007, 0.000, 0.005, 0.000, 0.000, 0.005, 0.005, 0.730, 0.003, 0.000, 0.000, 0.000, 0.000, 0.015, 0.000, 0.000, 0.000, 0.000, 0.001, 0.001, 0.001, 0.000, 0.000, 0.003, 0.000, 0.000, -0.008, 0.000, 0.000, 0.001, 0.064, -0.001, 0.000, -0.002],
  "charge": 2,
  "orbital_gap_ev": [9.61, 7.43],
  "fmax_ev_per_a": 0.16,
  "multiplicity": 2,
  "s2": 0.7526
}



[4]
{
  "formula": "C14H23FNO2",
  "method": "ωB97M-V with the def2-TZVPD basis set",
  "symbols": ["O", "H", "C", "N", "H", "C", "H", "H", "H", "H", "H", "H", "C", "H", "H", "C", "H", "H", "O", "C", "C", "C", "H", "C", "H", "F", "C", "C", "H", "H", "H", "C", "C", "H", "H", "C", "H", "H", "C", "H", "H"],
  "positions_angstrom": [[2.2274, -2.3001, 0.9410], [0.1176, 2.0834, -1.7996], [3.1632, -0.1195, 0.6724], [2.3050, -0.1159, -0.5341], [-2.5497, -1.6118, -0.4567], [-2.4853, 1.9313, 1.0886], [-1.1194, -2.6716, 0.8719], [-0.0954, -2.4941, -0.5776], [1.3133, -0.0500, -0.2155], [0.7917, -2.7662, 2.3533], [2.3921, -1.0588, -0.9402], [1.7066, -0.7100, 2.1659], [-2.5234, -0.6293, -0.0136], [4.1917, -0.2750, -2.4492], [4.1712, -0.4208, 0.3880], [-3.6300, 1.4262, 0.4934], [-0.4502, 1.1933, -3.2010], [1.0407, -3.9245, 1.0285], [-0.1727, -0.8332, 0.6501], [-1.3737, -0.1391, 0.5877], [4.0371, 0.7346, -2.0752], [-3.6615, 0.1582, -0.0567], [1.6554, -0.1985, -3.1514], [-0.1883, -2.2479, 0.4884], [-2.4920, 2.9222, 1.5120], [-4.7294, 2.1885, 0.4444], [1.6049, 0.8017, -2.7159], [-1.3547, 1.1416, 1.1335], [3.3346, -1.3790, 2.4233], [-0.4528, 1.5055, 1.6011], [1.9119, 1.5046, -3.4903], [0.1705, 1.1262, -2.3126], [0.9769, -2.8639, 1.2796], [4.2198, 1.4229, -2.8950], [4.7732, 0.9469, -1.3058], [2.5823, -1.1315, 1.6655], [-4.5662, -0.2056, -0.5156], [3.1914, 0.8770, 1.1133], [2.6124, 0.9148, -1.5703], [2.5069, 1.8922, -1.0887], [-0.2659, 0.3642, -1.6734]],
  "nbo_charge": [-0.556, 0.216, -0.241, -0.543, 0.229, -0.250, 0.211, 0.180, 0.477, 0.189, 0.441, 0.199, -0.269, 0.218, 0.230, 0.396, 0.242, 0.217, -0.566, 0.266, -0.631, -0.251, 0.208, -0.099, 0.244, -0.306, -0.415, -0.248, 0.211, 0.220, 0.237, -0.620, -0.081, 0.249, 0.225, -0.083, 0.245, 0.231, -0.036, 0.215, 0.201],
  "charge": 1,
  "orbital_gap_ev": 9.45,
  "fmax_ev_per_a": 0.79,
  "multiplicity": 1,
  "smiles": "CC[C@H](C)[NH2+]CCOCCOc1ccc(F)cc1",
  "relative_energy_kcal_mol": 0.0
}



[5]
{
  "formula": "C14H23GeN3O6Pd",
  "method": "ωB97M-V with the def2-TZVPD basis set",
  "symbols": ["O", "C", "C", "C", "Pd", "H", "H", "N", "C", "C", "H", "N", "H", "O", "N", "O", "H", "C", "H", "H", "H", "C", "H", "H", "C", "C", "O", "H", "C", "H", "H", "H", "O", "C", "O", "H", "H", "C", "H", "H", "H", "H", "H", "H", "H", "C", "Ge", "C"],
  "positions_angstrom": [[-0.9414, -3.4581, -5.5903], [-2.5691, 1.7636, -1.6971], [2.1245, -0.2670, 1.0678], [-1.0643, -1.9842, -2.9107], [-0.2365, -0.4062, -0.6694], [-4.2807, -2.1817, -3.4209], [2.2012, -1.7527, 2.1316], [3.8169, -0.9547, 2.6999], [3.9996, 1.0685, 3.9613], [-3.2552, -2.0498, -3.1200], [-1.1293, -0.1827, 1.7401], [-1.5734, -1.4414, -1.8083], [-2.3997, -0.8372, 0.6277], [1.0352, -1.4277, -2.1293], [-2.9036, -1.4759, -1.9608], [0.9091, -2.7005, -3.9777], [-1.8164, 1.3427, -2.3623], [0.4296, -2.0479, -3.0409], [-4.4197, 1.9182, 1.0511], [4.0918, 0.5205, 1.1624], [3.7119, 1.5357, 4.9018], [4.0958, -0.4514, 4.0681], [5.0683, -0.7966, 4.4146], [-3.2649, 2.5030, 2.2565], [2.9596, 1.2580, 2.8623], [-2.1003, -3.0568, -5.1103], [1.6753, 0.4272, 0.1709], [0.3023, 2.5919, -0.3568], [3.3395, 0.1529, 1.8630], [-0.7919, 3.8771, 0.1708], [-0.1831, -3.2107, -4.9724], [-2.6936, 2.8167, -1.9578], [-3.1479, -3.2052, -5.6913], [-1.5945, -0.1148, 0.7572], [1.5726, -1.3938, 1.4545], [4.6222, -1.4079, 2.2934], [1.9574, 1.0710, 3.2582], [-3.4980, 2.4860, 1.1906], [-3.6694, 3.5115, 0.8578], [3.3442, -0.8352, 4.7600], [-3.5141, 1.2522, -1.8884], [2.9652, 2.2409, 2.3979], [-3.4998, -1.1147, -1.2362], [-0.0347, 2.7971, 1.3593], [4.9564, 1.4901, 3.6459], [-0.4750, 2.8499, 0.3619], [-2.0296, 1.6826, 0.1821], [-2.0924, -2.4023, -3.7676]],
  "nbo_charge": [-0.671, -1.090, 0.818, 0.075, 0.810, 0.251, 0.521, -0.658, -0.415, 0.037, 0.214, -0.270, 0.186, -0.736, -0.308, -0.673, 0.233, 0.765, 0.223, 0.227, 0.227, -0.221, 0.208, 0.227, -0.397, 0.783, -0.607, 0.240, -0.175, 0.229, 0.509, 0.235, -0.599, -1.009, -0.646, 0.389, 0.210, -1.085, 0.228, 0.190, 0.215, 0.240, 0.425, 0.222, 0.207, -1.088, 1.556, -0.252],
  "orbital_gap_ev": 8.75,
  "fmax_ev_per_a": 1.86,
  "multiplicity": 1,
  "relative_energy_kcal_mol": 0.0
}